{"formula": "C16H38FN2O15P4S", "method": "ωB97M-V/def2-TZVPD", "e_homo_ev": -3.457, "max_force_ev_per_a": 2.97, "total_charge": -1, "total_energy_ev": -101614.8455, "spin_multiplicity": 1, "homo_lumo_gap_ev": 5.446, "elements": ["O", "C", "O", "P", "C", "C", "F", "C", "C", "S", "C", "N", "N", "C", "O", "H", "H", "H", "H", "H", "H", "H", "H", "H", "H", "H", "C", "O", "P", "O", "O", "C", "O", "C", "H", "H", "H", "H", "H", "H", "H", "H", "H", "C", "O", "P", "O", "O", "C", "O", "C", "H", "H", "H", "H", "H", "H", "H", "H", "H", "C", "O", "P", "O", "O", "C", "O", "C", "H", "H", "H", "H", "H", "H", "H", "H", "H"], "positions_angstrom": [[2.29150, -2.58576, -1.21112], [1.35317, -2.39640, -0.39089], [1.40250, -2.43911, 0.84640], [-0.39276, -1.97186, -1.05096], [-0.32246, -0.22720, -0.36816], [-0.39637, 0.85529, -1.43166], [-1.66971, 1.41734, -1.50294], [-2.19455, -1.66892, -1.68290], [-2.87265, -2.93618, -2.13521], [-4.66738, -2.76607, -2.50400], [-5.13558, -1.51838, -1.37741], [-5.65958, -1.57038, -0.22372], [-5.73532, -0.26640, 0.20872], [-5.29498, 0.47593, -0.69180], [-4.89621, -0.26123, -1.76368], [-0.92956, -2.95903, -0.15339], [0.01488, -2.31630, -2.39079], [0.60294, -0.09435, 0.17011], [-1.11612, -0.04545, 0.34847], [-0.13933, 0.51923, -2.43110], [0.27727, 1.66482, -1.17559], [-2.22714, -0.96750, -2.51318], [-2.72064, -1.19824, -0.86227], [-2.45802, -3.22499, -3.09398], [-2.71680, -3.75442, -1.44166], [-5.16720, 1.53275, -0.71475], [-0.27194, 7.12415, -2.71614], [0.19179, 6.26077, -3.75785], [1.00371, 4.93638, -3.38352], [0.69362, 4.37176, -2.07924], [2.53064, 5.33076, -3.60096], [3.16527, 6.16823, -2.63383], [0.72388, 3.99360, -4.60583], [0.92028, 4.46988, -5.94224], [0.36842, 8.00570, -2.66212], [-1.28544, 7.43427, -2.96158], [-0.28171, 6.61624, -1.75278], [2.61960, 6.17515, -1.68970], [3.23400, 7.18389, -3.02680], [4.16680, 5.78449, -2.45713], [1.87768, 4.98086, -6.03950], [0.11015, 5.14278, -6.22130], [0.91092, 3.60462, -6.59902], [-1.40362, 0.03004, 4.95802], [-2.58912, 0.76789, 4.63073], [-2.75973, 1.35912, 3.15909], [-2.07391, 0.62218, 2.10969], [-2.34084, 2.89010, 3.29466], [-0.95136, 3.20217, 3.42270], [-4.31812, 1.45016, 2.98911], [-5.11702, 2.08028, 3.99374], [-0.74077, 0.65580, 5.55679], [-1.69915, -0.83847, 5.54230], [-0.88285, -0.30734, 4.06271], [-0.32216, 2.37735, 3.08658], [-0.72936, 3.43339, 4.46576], [-0.74131, 4.07494, 2.80958], [-4.69042, 3.03818, 4.29192], [-5.20728, 1.42848, 4.86217], [-6.10257, 2.24612, 3.56677], [2.60576, -4.86104, 2.61892], [3.43110, -5.95665, 2.16339], [4.99718, -5.73751, 2.00471], [5.58704, -4.76319, 2.91701], [5.19970, -5.45533, 0.46407], [4.71615, -4.18679, -0.03643], [5.58120, -7.20019, 2.15272], [5.02309, -8.25577, 1.36829], [2.07403, -4.42177, 1.77583], [1.89026, -5.26047, 3.33624], [3.20335, -4.09182, 3.10198], [4.54786, -3.47428, 0.76876], [3.78164, -4.34485, -0.56771], [5.45101, -3.77761, -0.72485], [4.91568, -7.95459, 0.32657], [4.05236, -8.54748, 1.76907], [5.70459, -9.10178, 1.42608]], "mulliken_charge": [-0.783, 0.264, -0.676, 0.534, -0.305, -0.273, -0.318, -0.859, -0.503, -0.253, 0.428, -0.443, -0.213, 0.058, -0.227, -0.183, -0.127, 0.563, 0.094, 0.185, 0.309, 0.376, 0.242, 0.395, 0.458, 0.435, -0.715, -0.322, 1.108, -0.574, -0.360, -0.660, -0.286, -0.630, 0.258, 0.253, 0.336, 0.307, 0.247, 0.266, 0.303, 0.247, 0.235, -0.642, -0.366, 0.654, -0.192, -0.335, -0.625, -0.280, -0.724, 0.248, 0.234, 0.301, 0.284, 0.244, 0.253, 0.314, 0.256, 0.219, -0.556, -0.294, 1.012, -0.734, -0.358, -0.608, -0.335, -0.587, 0.182, 0.272, 0.321, 0.310, 0.248, 0.334, 0.294, 0.226, 0.240]}

{"formula": "C16H38GeIrN3O7S4", "method": "ωB97M-V/def2-TZVPD", "e_homo_ev": -14.521, "max_force_ev_per_a": 1.02, "total_charge": 2, "de_lowest_kj_mol": 127.1, "total_energy_ev": -138693.2649, "spin_multiplicity": 1, "homo_lumo_gap_ev": 7.178, "elements": ["Ir", "C", "C", "C", "C", "O", "Ge", "O", "C", "C", "C", "C", "O", "C", "C", "C", "C", "H", "H", "H", "H", "H", "H", "H", "H", "H", "H", "H", "H", "H", "H", "H", "H", "H", "H", "H", "H", "H", "H", "H", "H", "H", "H", "H", "N", "N", "C", "N", "S", "H", "H", "H", "H", "H", "C", "O", "C", "S", "S", "H", "H", "H", "C", "S", "O", "O", "O", "H", "H", "H"], "positions_angstrom": [[-0.30944, -0.08091, -0.51810], [0.80403, 2.38500, 1.92872], [-0.67537, 2.06272, 1.92860], [-1.18423, 1.85763, 3.34649], [-1.46476, 3.13037, 1.20177], [-0.87815, 0.74783, 1.25619], [-2.29945, -0.48910, 1.45032], [-2.32424, -0.27944, -0.56014], [-3.37023, 0.25394, -1.43876], [-4.62684, -0.53558, -1.09720], [-3.58853, 1.73431, -1.19831], [-2.94817, -0.02108, -2.87454], [-0.80819, -1.61436, 0.82414], [-1.01138, -3.05285, 0.71090], [-1.72361, -3.51178, 1.97825], [-1.86385, -3.40910, -0.49994], [0.36186, -3.70002, 0.65154], [0.94498, 3.38355, 2.34346], [1.20464, 2.41310, 0.91707], [1.36044, 1.68650, 2.55152], [-0.94480, 2.73343, 3.94916], [-0.70820, 0.99099, 3.80866], [-2.26901, 1.73146, 3.37306], [-1.35515, 4.07719, 1.73134], [-2.52539, 2.88556, 1.17807], [-1.09420, 3.26682, 0.18593], [-4.91544, -0.38350, -0.05527], [-4.48787, -1.60196, -1.27670], [-5.45568, -0.19438, -1.71727], [-3.96700, 1.90820, -0.19053], [-4.33731, 2.11007, -1.89666], [-2.66823, 2.29648, -1.33962], [-2.70962, -1.08182, -2.99930], [-2.10161, 0.60950, -3.15501], [-3.76739, 0.20910, -3.55503], [-2.75684, -3.16199, 2.02038], [-1.19154, -3.16413, 2.86479], [-1.75259, -4.60116, 2.00629], [-2.79427, -2.84608, -0.50519], [-2.10545, -4.47199, -0.48407], [-1.34946, -3.20048, -1.43795], [0.89500, -3.57567, 1.59277], [0.96483, -3.24554, -0.13363], [0.26879, -4.76770, 0.44716], [0.20570, -0.90423, -2.39233], [0.72737, -2.20934, -2.53678], [1.97503, -2.46955, -2.18753], [2.50174, -3.66001, -2.38375], [3.05215, -1.19814, -1.63822], [-0.54060, -0.77539, -3.07735], [0.96033, -0.22235, -2.69982], [0.06469, -2.95175, -2.71643], [2.03455, -4.38411, -2.91334], [3.42351, -3.86557, -2.02563], [4.89666, 0.17104, 0.80631], [4.00832, -0.69529, 1.56188], [2.70717, -0.73805, 1.45105], [1.70408, -1.17923, 2.60878], [2.05778, -0.05686, -0.15174], [5.85017, 0.07767, 1.31345], [4.54285, 1.19865, 0.85125], [4.99938, -0.17292, -0.21936], [0.22414, 3.28529, -3.53790], [0.90850, 2.25993, -2.28982], [1.57949, 3.05879, -1.31514], [1.72383, 1.21553, -2.92405], [-0.34527, 1.57802, -1.72778], [1.05853, 3.76077, -4.05129], [-0.39408, 4.03731, -3.05366], [-0.35097, 2.68033, -4.23353]], "mulliken_charge": [4.056, -1.176, 1.328, -1.903, -1.390, -0.365, -0.236, -0.509, 1.416, -1.651, -1.511, -1.513, -0.323, 1.165, -1.837, -1.122, -1.126, 0.553, 0.123, 0.209, 0.488, 0.350, 0.474, 0.560, 0.241, 0.099, 0.376, 0.379, 0.503, 0.352, 0.549, 0.077, 0.226, -0.005, 0.653, 0.484, 0.323, 0.496, -0.013, 0.622, -0.127, 0.310, 0.070, 0.486, -0.626, -0.214, 0.176, -0.284, -0.308, 0.374, 0.393, 0.355, 0.242, 0.251, -0.716, -0.356, 0.772, -0.099, -0.084, 0.283, 0.380, 0.331, -1.076, 1.244, -0.643, -0.780, -0.904, 0.465, 0.357, 0.302]}

{"formula": "C16H38N2O3P", "method": "ωB97M-V/def2-TZVPD", "e_homo_ev": -11.107, "max_force_ev_per_a": 3.53, "total_charge": 1, "total_energy_ev": -35611.1460, "spin_multiplicity": 1, "homo_lumo_gap_ev": 8.407, "elements": ["C", "C", "O", "C", "N", "C", "C", "O", "C", "C", "C", "N", "P", "C", "C", "C", "C", "H", "H", "H", "H", "H", "H", "H", "H", "H", "H", "H", "H", "H", "H", "H", "H", "H", "H", "H", "H", "H", "H", "H", "H", "H", "H", "H", "H", "C", "C", "O", "C", "C", "H", "H", "H", "H", "H", "H", "H", "H", "H", "H"], "positions_angstrom": [[3.33424, 1.55498, -0.61604], [1.77960, 1.82807, -0.63814], [1.25289, 1.81267, -1.97399], [0.99295, 0.76199, 0.20875], [0.90353, -0.52821, -0.49346], [0.21831, -1.53960, 0.33391], [-1.33479, -1.41382, 0.11500], [-1.57930, -1.87691, -1.20124], [-2.92142, -1.65733, -1.62151], [-3.17951, -0.11477, -1.82517], [-4.14362, 0.44136, -0.70144], [-5.44250, -0.26546, -0.88947], [-6.86461, 0.46681, -0.02087], [-7.81352, 1.59926, -1.16707], [-6.32944, 1.42369, 1.49459], [-5.39577, -1.72746, -0.57330], [-3.99848, -2.42593, -0.76923], [3.51184, 0.76148, 0.14546], [3.91687, 2.47134, -0.38422], [3.69119, 1.18584, -1.60331], [1.56577, 2.85172, -0.26198], [1.67032, 1.05083, -2.38471], [-0.04753, 1.16032, 0.28328], [1.44659, 0.62050, 1.21738], [1.82277, -0.88033, -0.74249], [0.56412, -2.54969, 0.03683], [0.44944, -1.35421, 1.41586], [-1.80129, -2.02629, 0.91952], [-1.57210, -0.34237, 0.29215], [-2.96322, -2.09924, -2.64315], [-3.61368, 0.10158, -2.82855], [-2.23508, 0.46387, -1.71338], [-4.26388, 1.52556, -0.92777], [-3.70435, 0.30817, 0.30243], [-5.66873, -0.18187, -1.88866], [-8.13501, 1.10841, -2.10551], [-7.21358, 2.51255, -1.39980], [-8.72745, 1.95649, -0.64500], [-5.24976, 1.36830, 1.73366], [-6.88963, 1.00435, 2.35317], [-6.62296, 2.49420, 1.38069], [-5.67920, -1.82812, 0.49912], [-6.19194, -2.22677, -1.15482], [-4.20605, -3.37887, -1.30673], [-3.64294, -2.73871, 0.23283], [7.59451, 1.34757, 0.30841], [6.69843, 1.01682, 1.48982], [6.10729, -0.27097, 1.41165], [7.00482, -1.36976, 1.36279], [7.91541, -1.46844, 2.57400], [7.03472, 1.27453, -0.62705], [7.98877, 2.36082, 0.40375], [8.44306, 0.66617, 0.23611], [5.87381, 1.73140, 1.51712], [7.23832, 1.13106, 2.43503], [7.58693, -1.34112, 0.43572], [6.38460, -2.26646, 1.31028], [8.56436, -0.59697, 2.67089], [8.55096, -2.35220, 2.49815], [7.32497, -1.54078, 3.48974]], "mulliken_charge": [-1.013, -0.089, -0.571, -0.613, -0.217, -1.052, 0.185, -0.380, 0.185, -0.995, -0.774, 0.141, 0.163, -1.059, -0.891, -0.638, -0.675, 0.220, 0.293, 0.274, 0.415, 0.378, 0.255, 0.348, 0.302, 0.488, 0.380, 0.201, -0.133, 0.413, 0.387, 0.339, 0.379, 0.562, 0.447, 0.375, 0.360, 0.353, 0.272, 0.351, 0.348, 0.378, 0.295, 0.329, 0.282, -1.073, -0.364, -0.379, -0.365, -1.024, 0.261, 0.397, 0.304, 0.342, 0.340, 0.314, 0.311, 0.264, 0.386, 0.293]}